1.
A cluster of 2 separate species, C5H14N4 in total at a distorted geometry, computed with ωB97M-V/def2-TZVPD.

Geometry (Å):
C1 0.0593 -0.1315 1.6019
C2 -0.7802 -1.4470 -0.5086
C3 -1.2058 -0.1249 2.4428
N1 -0.2895 -0.1696 -0.0131
N2 -1.2012 0.8507 -0.4028
H1 -0.7853 1.7373 -0.1280
H2 -2.0920 0.7493 0.0857
H3 0.6316 -1.0498 1.7249
H4 0.6882 0.7228 1.8485
H5 -0.9413 -1.3817 -1.5834
H6 -1.7365 -1.7322 -0.0577
H7 -0.0427 -2.2125 -0.2899
H8 -1.7372 0.8242 2.3502
H9 -1.8834 -0.9312 2.1594
H10 -0.9370 -0.2527 3.4927
C4 1.1644 0.5810 -2.2517
C5 1.5084 0.4180 -0.8161
N3 1.5196 -0.1673 -3.2029
N4 1.8793 1.4228 -0.0661
H11 2.1200 -0.9405 -2.9041
H12 1.5095 2.3165 -0.3978
H13 0.5430 1.4397 -2.5009
H14 2.0088 -0.5215 -0.5830

**HOMO level**: -0.307 hartree
**Largest force on an atom**: 0.05332 Eh/bohr
**Total charge**: 0
**Energy above the lowest of the compared OMol25 structures with the same formula, charge and spin**: 73.0 kcal/mol
**SMILES**: [H]/N=C\C=N/[H].CCN(C)N
**E_tot**: -417.81214 Eh
**LUMO**: 0.751 eV

Atom charges from the natural (NBO) analysis, given in e for atoms 1 to 5: -0.2231 -0.4271 -0.6439 -0.2274 -0.6696


2.
The molecule C2H3OP at a distorted geometry, computed with ωB97M-V/def2-TZVPD.

Geometry (Å):
C1 0.8284 -0.2482 -0.5112
C2 0.7600 -0.5806 0.7616
O1 -1.7293 0.5302 0.1784
P1 -0.7602 -1.0087 -0.1152
H1 1.4399 0.2315 -1.2458
H2 1.2849 -0.5681 1.6908
H3 -2.6485 0.3902 -0.0435

**HOMO level**: -0.356 hartree
**Largest force on an atom**: 0.05478 Eh/bohr
**Total charge**: 0
**Energy above the lowest of the compared OMol25 structures with the same formula, charge and spin**: 16.3 kcal/mol
**SMILES**: OP1=CC=1
**E_tot**: -494.53755 Eh
**LUMO**: 1.227 eV

Atom charges from the natural (NBO) analysis, given in e for atoms 1 to 5: -0.4370 -0.4422 -0.9994 0.9404 0.2330


3.
The ion C10H23ClN3 with charge +1, computed with ωB97M-V/def2-TZVPD.

Geometry (Å):
C1 3.9799 0.2025 -0.5292
C2 2.8771 1.0949 -1.1055
Cl1 2.4159 2.3416 0.0997
C3 1.6284 0.3427 -1.6149
N1 0.5846 0.1337 -0.6271
C4 0.9280 -0.9313 0.2991
C5 -0.1790 -1.3293 1.2474
N2 -1.5266 -1.4457 0.6096
C6 -1.7347 -2.7962 -0.0029
C7 -1.8450 -0.3131 -0.3284
C8 -2.3837 0.9145 0.4265
C9 -1.3661 1.9609 0.8524
N3 -1.9835 2.8814 1.8151
C10 -0.6910 -0.0701 -1.2806
H1 3.9065 0.1363 0.5496
H2 3.8753 -0.7985 -0.9326
H3 4.9649 0.5795 -0.7708
H4 3.3066 1.6520 -1.9261
H5 1.2087 0.9100 -2.4397
H6 1.9791 -0.6127 -2.0220
H7 1.3447 -1.8006 -0.2230
H8 1.7224 -0.5535 0.9350
H9 -0.2434 -0.6686 2.1011
H10 0.0634 -2.3116 1.6370
H11 -2.2108 -1.3742 1.3630
H12 -1.7894 -3.5107 0.8086
H13 -0.9112 -3.0374 -0.6589
H14 -2.6872 -2.8096 -0.5130
H15 -2.6536 -0.6732 -0.9529
H16 -3.1233 1.3687 -0.2220
H17 -2.9165 0.5762 1.3167
H18 -0.4703 1.4877 1.2506
H19 -1.0534 2.5429 -0.0073
H20 -2.0752 2.4134 2.7122
H21 -1.3436 3.6536 1.9754
H22 -0.6342 -0.9423 -1.9545
H23 -0.9639 0.7861 -1.8872

**HOMO level**: -0.448 hartree
**Largest force on an atom**: 0.01727 Eh/bohr
**Total charge**: +1
**Energy above the lowest of the compared OMol25 structures with the same formula, charge and spin**: 0.0 kcal/mol
**SMILES**: C[C@H](Cl)CN1CC[N@H+](C)[C@@H](CCN)C1
**E_tot**: -1019.03669 Eh
**LUMO**: -2.896 eV

Atom charges from the natural (NBO) analysis, given in e for atoms 1 to 5: -0.6300 -0.1898 -0.0625 -0.2311 -0.4315


4.
A structure of composition C65H83KN7O5S, computed with ωB97M-V/def2-TZVPD.

Geometry (Å):
K1 -0.7265 -1.0587 -0.4276
C1 -1.5222 -2.1330 3.0012
O1 -1.1347 -1.2061 2.0071
C2 -0.4924 -0.0736 2.5102
C3 0.8822 -0.1243 2.7854
C4 1.7529 -1.3231 2.4084
C5 2.7994 -0.9529 1.3688
C6 4.0038 -0.3898 1.7593
C7 4.9248 0.1494 0.8569
C8 4.5240 0.1788 -0.4774
C9 3.3399 -0.3909 -0.9165
C10 2.8851 -0.1996 -2.3490
C11 2.1264 1.1087 -2.4963
C12 2.8242 2.3049 -2.4194
C13 2.1861 3.5438 -2.4051
C14 0.8036 3.5548 -2.4928
C15 0.0507 2.3837 -2.5846
C16 -1.4684 2.4873 -2.5897
C17 -2.0050 2.9278 -1.2427
C18 -2.1336 4.2628 -0.9136
C19 -2.5213 4.6995 0.3579
C20 -2.7316 3.7066 1.3173
C21 -2.6021 2.3547 1.0374
C22 -2.6353 1.3065 2.1352
C23 -1.2226 1.1015 2.6659
C24 -0.5766 2.1975 3.2347
C25 0.7615 2.1754 3.5866
C26 1.4743 1.0040 3.3353
C27 1.4837 3.4079 4.1299
C28 2.2048 3.0570 5.4370
C29 0.5251 4.5669 4.4048
C30 2.5112 3.8727 3.0897
C31 -2.3031 1.9123 -0.2834
O2 -2.2767 0.6733 -0.5807
C32 -2.6543 6.1929 0.6458
C33 -1.3087 6.8936 0.4031
C34 -3.0709 6.4666 2.0907
C35 -3.7107 6.8169 -0.2775
C36 0.7327 1.1699 -2.6019
O3 0.0183 -0.0208 -2.6741
C37 -0.2064 -0.4742 -3.9971
C38 3.0166 4.8145 -2.2292
C39 2.1495 6.0735 -2.2174
C40 4.0313 4.9347 -3.3732
C41 3.7674 4.7388 -0.8916
C42 2.5013 -1.1109 -0.0219
O4 1.5255 -1.8313 -0.4441
C43 6.2666 0.6892 1.3468
C44 7.1260 1.2186 0.1983
C45 7.0506 -0.4287 2.0485
C46 6.0467 1.8400 2.3374
H1 -0.6762 -2.3855 3.6493
H2 -1.8699 -3.0284 2.4874
H3 -2.3348 -1.7245 3.6111
H4 1.1137 -2.1119 2.0131
H5 2.2449 -1.7033 3.3092
H6 4.2356 -0.3772 2.8221
H7 5.1584 0.6504 -1.2206
H8 2.2592 -1.0406 -2.6435
H9 3.7572 -0.1682 -3.0076
H10 3.9028 2.2544 -2.3190
H11 0.2624 4.4909 -2.4544
H12 -1.9063 1.5209 -2.8375
H13 -1.7602 3.2127 -3.3550
H14 -1.9294 5.0003 -1.6878
H15 -3.0023 3.9873 2.3306
H16 -3.0342 0.3717 1.7416
H17 -3.2717 1.6517 2.9552
H18 -1.1514 3.1073 3.3394
H19 2.5405 0.9756 3.5258
H20 1.4901 2.7300 6.1954
H21 2.7399 3.9299 5.8202
H22 2.9296 2.2554 5.2908
H23 -0.2445 4.2904 5.1284
H24 0.0309 4.9026 3.4914
H25 1.0849 5.4123 4.8117
H26 3.2307 3.0871 2.8668
H27 3.0580 4.7475 3.4542
H28 2.0125 4.1377 2.1557
H29 -0.5360 6.4671 1.0463
H30 -1.3836 7.9657 0.6118
H31 -0.9831 6.7731 -0.6313
H32 -2.3344 6.0810 2.7989
H33 -4.0354 6.0099 2.3210
H34 -3.1593 7.5445 2.2511
H35 -3.4511 6.6686 -1.3264
H36 -3.7999 7.8930 -0.0970
H37 -4.6850 6.3545 -0.1077
H38 -0.8000 0.2544 -4.5619
H39 -0.7443 -1.4198 -3.9248
H40 0.7432 -0.6365 -4.5198
H41 1.5948 6.1884 -3.1508
H42 2.7864 6.9527 -2.0935
H43 1.4337 6.0587 -1.3936
H44 3.5195 5.0008 -4.3355
H45 4.6978 4.0723 -3.4068
H46 4.6434 5.8316 -3.2452
H47 3.0636 4.6382 -0.0636
H48 4.3596 5.6452 -0.7363
H49 4.4407 3.8817 -0.8582
H50 7.3195 0.4442 -0.5464
H51 8.0875 1.5631 0.5875
H52 6.6466 2.0617 -0.3031
H53 7.2297 -1.2581 1.3616
H54 6.4976 -0.8188 2.9039
H55 8.0162 -0.0590 2.4073
H56 5.4844 2.6468 1.8642
H57 7.0034 2.2417 2.6863
H58 5.4841 1.5072 3.2115
N1 -3.9463 -2.7246 -4.3000
C47 -2.8386 -3.1669 -5.1548
C48 -1.9687 -4.1597 -4.3802
C49 -0.4627 -4.1191 -4.6499
C50 0.3237 -4.4814 -3.3839
N2 0.0237 -3.5573 -2.3037
H59 -4.5157 -2.0317 -4.7729
H60 -3.5782 -2.2737 -3.4675
H61 -2.2147 -2.3374 -5.5191
H62 -3.2774 -3.6390 -6.0381
H63 -2.3374 -5.1784 -4.5377
H64 -2.1009 -3.9427 -3.3191
H65 -0.1563 -3.1206 -4.9841
H66 -0.1883 -4.8120 -5.4521
H67 1.3955 -4.5122 -3.6125
H68 0.0415 -5.4992 -3.0879
H69 0.7804 -2.9140 -2.0875
H70 -0.1962 -4.0397 -1.4387
S1 -2.4074 -10.6288 1.1046
N3 -3.2656 -9.6923 0.1049
C51 -2.6803 -8.5070 0.0951
C52 -3.1065 -7.3526 -0.6821
C53 -4.2025 -7.3807 -1.5441
C54 -4.5181 -6.2403 -2.2505
C55 -3.7309 -5.0996 -2.0620
N4 -2.6967 -5.0590 -1.2406
C56 -2.3791 -6.1631 -0.5605
C57 -1.1892 -6.0911 0.3232
N5 -0.5520 -4.9236 0.3823
C58 0.5453 -4.8275 1.1109
C59 1.0455 -5.8871 1.8766
C60 0.3726 -7.0893 1.8517
C61 -0.7667 -7.2052 1.0516
C62 -1.5354 -8.4350 0.9408
N6 -1.2818 -9.5680 1.5734
H71 -4.7703 -8.2961 -1.6481
H72 -5.3480 -6.2155 -2.9431
H73 -3.9414 -4.1893 -2.6179
H74 1.0613 -3.8735 1.0553
H75 1.9416 -5.7514 2.4659
H76 0.7085 -7.9463 2.4206
C63 -5.9442 -4.9490 0.9959
N7 -5.6213 -3.5428 1.0617
C64 -6.6717 -2.5436 1.0091
C65 -4.3373 -3.1128 0.9731
O5 -4.0143 -1.9480 0.9037
H77 -6.7278 -5.1891 1.7153
H78 -5.0617 -5.5378 1.2479
H79 -6.2834 -5.2543 0.0005
H80 -7.6373 -3.0458 1.0090
H81 -6.5799 -1.9305 0.1113
H82 -6.6103 -1.8752 1.8688
H83 -3.6003 -3.9385 0.9692

**HOMO level**: -0.129 hartree
**Largest force on an atom**: 0.01832 Eh/bohr
**Total charge**: -1
**Energy above the lowest of the compared OMol25 structures with the same formula, charge and spin**: 0.0 kcal/mol
**E_tot**: -4284.47473 Eh
**LUMO**: 0.941 eV

Atom charges from the Löwdin analysis, given in e for atoms 1 to 5: 0.8729 -0.0642 -0.2512 -0.1967 -0.0996


5.
A structure of composition C35H41Cl2N2OP3Pb at a distorted geometry, computed with ωB97M-V/def2-TZVPD.

Geometry (Å):
P1 -3.1317 -1.0803 -1.3896
C1 -4.2229 -0.4060 -0.2008
C2 -5.1849 0.2725 -0.9839
H1 -4.9115 0.5536 -2.0137
C3 -6.4576 0.4542 -0.4654
H2 -7.2093 0.9063 -1.1068
C4 -6.7110 0.0582 0.8523
H3 -7.7126 0.2181 1.2384
C5 -5.7211 -0.4897 1.6764
H4 -5.9588 -0.7549 2.7059
C6 -4.4350 -0.7086 1.1656
H5 -3.6292 -1.1229 1.7911
C7 -2.2581 0.1039 -2.3902
C8 -2.1662 1.5084 -2.2025
H6 -2.4687 1.9643 -1.2463
C9 -1.7095 2.2970 -3.2552
H7 -1.6669 3.3787 -3.1560
C10 -1.3332 1.6873 -4.4586
H8 -1.0003 2.2972 -5.2982
C11 -1.3365 0.2940 -4.6181
H9 -1.0447 -0.1866 -5.5395
C12 -1.7306 -0.5027 -3.5574
H10 -1.7570 -1.6006 -3.6261
C13 -2.4363 -2.6845 -1.1317
C14 -3.4864 -3.4034 -1.7429
H11 -4.3820 -2.8219 -2.0422
C15 -3.3353 -4.7579 -1.9731
H12 -4.1451 -5.2745 -2.4696
C16 -2.1598 -5.3784 -1.5411
H13 -2.0685 -6.4447 -1.7212
C17 -1.1409 -4.6873 -0.8802
H14 -0.2521 -5.2216 -0.5438
C18 -1.2614 -3.3080 -0.6538
H15 -0.4901 -2.7556 -0.0933
Pb1 1.4019 0.5301 2.5808
C19 2.7329 0.6703 0.4959
C20 2.4003 0.5554 -0.7870
H16 3.7421 1.0197 0.7492
C21 0.9815 0.0821 -1.2101
O1 1.0933 -1.3061 -1.6817
H17 0.1912 -1.6762 -1.7948
C22 0.0312 0.0793 -0.1053
H18 0.5295 0.8217 -1.9537
C23 0.0029 0.3989 1.1667
Cl1 3.1421 2.3916 3.2395
Cl2 -0.7769 1.1160 3.9249
P2 0.5770 3.3163 1.9573
C24 0.6597 4.4654 3.3838
H19 1.7128 4.6549 3.6205
H20 0.1961 3.9391 4.2273
H21 0.1144 5.3876 3.1422
C25 1.5557 4.1666 0.6675
H22 1.3701 3.6920 -0.3044
H23 2.6183 4.0519 0.9063
H24 1.2852 5.2306 0.6328
C26 -1.1273 3.6415 1.3679
H25 -1.8063 2.9874 1.9284
H26 -1.2259 3.4154 0.2977
H27 -1.3686 4.6984 1.5626
P3 3.5312 0.6102 -2.1596
C27 5.0445 1.5100 -1.7429
C28 2.7594 1.4351 -3.5833
H28 5.4777 1.1024 -0.8205
H29 4.8234 2.5749 -1.5858
H30 5.8175 1.4502 -2.5270
H31 1.8887 0.8550 -3.9224
H32 3.4506 1.5530 -4.4380
H33 2.4262 2.4325 -3.2594
C29 4.0242 -1.0512 -2.7186
H34 4.5168 -1.5779 -1.8895
H35 4.7166 -1.0433 -3.5774
H36 3.1134 -1.5980 -2.9960
H37 -1.0363 0.1225 1.4714
N1 2.4973 -2.2623 8.2066
C30 2.6971 -2.3072 7.0506
C31 2.9217 -2.3425 5.6244
C32 3.9697 -3.0900 5.0567
C33 4.1792 -3.0781 3.6821
C34 3.3264 -2.2997 2.8904
N2 2.3251 -1.6071 3.4497
C35 2.0953 -1.6083 4.7738
H38 4.6087 -3.6638 5.7150
H39 4.9877 -3.6324 3.2059
H40 3.4549 -2.2272 1.8051
H41 1.2648 -0.9906 5.1460

**HOMO level (alpha / beta)**: -0.448 / -0.455 hartree
**Largest force on an atom**: 0.16467 Eh/bohr
**Total charge**: +2
**E_tot**: -3679.53550 Eh
**LUMO (alpha / beta)**: -7.167 / -6.976 eV

Atom charges from the Löwdin analysis, given in e for atoms 1 to 5: 1.1834 -0.3488 -0.1075 0.1122 -0.0420


6.
A structure of composition C32H35ClLuN3O4P2S2 at a distorted geometry, computed with ωB97M-V/def2-TZVPD.

Geometry (Å):
Lu1 8.8155 9.8427 15.0659
O1 5.4288 10.8167 16.5130
Cl1 6.0124 10.0671 15.4521
O2 5.0555 9.6276 14.4531
O3 6.9049 8.8463 15.9881
O4 7.0195 10.9583 14.7343
C1 16.2262 15.3403 17.9265
S1 14.5839 14.8948 18.7557
C2 13.6602 14.1885 17.4137
C3 13.4255 12.6438 17.5117
C4 11.9583 12.3117 17.4610
N1 11.6749 10.9429 16.9043
P1 10.3091 9.9683 17.5034
C5 11.0568 8.4735 18.0877
C6 12.3379 8.1161 17.8512
C7 12.8261 6.9150 18.3946
C8 12.0738 6.0914 19.1594
C9 10.7185 6.4663 19.4495
C10 10.2509 7.6750 18.9972
C11 9.6496 10.7885 18.9550
C12 10.4988 10.9501 20.0768
C13 9.9916 11.6473 21.2187
C14 8.6776 12.0759 21.2332
C15 7.8211 11.6313 20.2445
C16 8.2840 11.0246 19.0883
P2 11.6033 10.6879 15.1817
C17 12.7277 9.3332 14.7963
C18 12.1769 8.1490 14.4011
C19 12.9348 7.1520 13.8029
C20 14.3092 7.2458 13.8254
C21 14.9102 8.3667 14.3598
C22 14.1315 9.4698 14.7688
C23 12.1296 12.1224 14.2573
C24 13.4331 12.5650 14.0056
C25 13.7038 13.6471 13.2605
C26 12.6915 14.2609 12.5184
C27 11.4059 13.8301 12.6493
C28 11.0938 12.8272 13.6152
H1 15.9869 15.9219 17.0078
H2 16.8136 14.4812 17.6540
H3 16.6754 15.9929 18.6829
H4 14.1314 14.4458 16.4402
H5 12.7286 14.7792 17.4233
H6 13.7845 12.2768 18.4886
H7 14.1041 12.1385 16.7817
H8 11.5411 13.0594 16.7808
H9 11.4399 12.4677 18.3588
H10 12.9550 8.7855 17.2747
H11 13.8399 6.6085 18.1540
H12 12.4183 5.1043 19.4611
H13 10.0819 5.8332 20.0326
H14 9.3080 8.0602 19.2268
H15 11.6039 10.7067 19.9202
H16 10.5568 11.8403 22.1029
H17 8.3391 12.5918 22.0928
H18 6.7543 11.9552 20.2656
H19 7.6119 10.7258 18.2946
H20 11.0803 8.0027 14.4058
H21 12.4067 6.2429 13.4918
H22 15.0430 6.5368 13.4773
H23 16.0141 8.4405 14.4241
H24 14.5764 10.3918 15.1134
H25 14.2754 11.8835 14.2677
H26 14.7204 13.9753 13.2312
H27 12.9480 15.1045 11.8840
H28 10.6136 14.2563 12.1032
H29 10.0908 12.5652 13.8130
C29 9.5290 10.3583 9.8143
N2 9.7146 8.9717 10.2691
C30 10.6124 8.0254 9.7177
C31 10.7726 7.0318 10.6328
N3 9.9929 7.4033 11.7538
C32 9.3963 8.5961 11.5477
S2 8.3620 9.4282 12.5721
H30 10.0672 11.0672 10.4729
H31 8.4349 10.5967 9.8702
H32 9.9406 10.3237 8.7799
H33 10.8155 8.0278 8.6687
H34 11.2825 6.0596 10.7182
H35 9.9608 6.8612 12.5877

**HOMO level**: -0.449 hartree
**Largest force on an atom**: 0.06552 Eh/bohr
**Total charge**: +2
**Energy above the lowest of the compared OMol25 structures with the same formula, charge and spin**: 0.0 kcal/mol
**E_tot**: -4879.67138 Eh
**LUMO**: -6.186 eV

Atom charges from the Löwdin analysis, given in e for atoms 1 to 5: 1.3415 -0.2227 0.7865 -0.2251 -0.4659


7.
A structure of composition C3H11N3O2 at a distorted geometry, computed with ωB97M-V/def2-TZVPD.

Geometry (Å):
C1 -0.7524 0.8881 0.0210
C2 0.7817 -0.6444 1.6936
C3 -2.0061 0.3333 0.6341
N1 0.8118 0.2415 0.5468
H1 1.6725 0.7622 0.3957
H2 -0.5651 1.9156 0.3337
H3 -0.7932 0.8699 -1.0660
H4 -0.1948 -1.0027 2.0187
H5 1.2356 -0.1729 2.5692
H6 1.2745 -1.6134 1.5771
H7 -1.9050 0.2283 1.7179
H8 -2.2662 -0.6407 0.2217
H9 -2.8260 1.0516 0.5044
O1 -0.0558 -1.3949 -1.3992
O2 -0.4593 -0.8363 -2.6553
N2 1.5797 -0.7719 -0.9802
N3 1.9511 0.0504 -1.8298
H10 0.3111 -0.2538 -2.8176
H11 2.2059 0.9903 -1.4858

**HOMO level (alpha / beta)**: -0.296 / -0.296 hartree
**Largest force on an atom**: 0.06738 Eh/bohr
**Total charge**: 0
**Energy above the lowest of the compared OMol25 structures with the same formula, charge and spin**: 228.0 kcal/mol
**E_tot**: -435.32692 Eh
**LUMO (alpha / beta)**: 0.106 / 0.106 eV

Atom charges from the natural (NBO) analysis, given in e for atoms 1 to 5: -0.1419 -0.4419 -0.6552 -0.5063 0.3771